{"formula": "C44H53KN7OP", "method": "ωB97M-V with the def2-TZVPD basis set", "elements": ["K", "C", "C", "C", "C", "C", "C", "C", "C", "C", "C", "C", "C", "C", "C", "C", "C", "C", "H", "H", "H", "H", "H", "H", "H", "H", "H", "H", "H", "H", "H", "H", "H", "H", "H", "H", "H", "H", "H", "H", "H", "H", "H", "H", "H", "H", "H", "O", "N", "C", "C", "C", "C", "C", "C", "C", "P", "C", "C", "C", "C", "C", "C", "C", "C", "C", "C", "C", "C", "H", "H", "H", "H", "H", "H", "H", "H", "H", "H", "H", "H", "H", "H", "H", "H", "N", "C", "N", "C", "N", "N", "C", "N", "C", "C", "C", "C", "C", "N", "H", "H", "H", "H", "H", "H", "H", "H"], "positions_angstrom": [[-0.63, -0.54, -0.17], [-0.39, -1.54, -2.93], [-0.77, -0.17, -3.05], [-2.12, -0.08, -2.57], [-2.49, -1.38, -2.15], [-1.45, -2.29, -2.39], [-1.55, -3.80, -2.29], [-2.56, -4.31, -3.32], [-0.20, -4.46, -2.56], [-2.02, -4.22, -0.89], [-3.14, 1.07, -2.54], [-3.36, 1.67, -3.94], [-4.51, 0.56, -2.08], [-2.77, 2.19, -1.55], [0.16, 0.77, -3.83], [1.62, 0.30, -3.71], [0.16, 2.23, -3.36], [-0.19, 0.74, -5.33], [0.54, -1.96, -3.29], [-3.46, -1.66, -1.76], [-2.27, -3.98, -4.32], [-3.56, -3.91, -3.12], [-2.62, -5.40, -3.31], [0.14, -4.25, -3.58], [-0.27, -5.54, -2.44], [0.57, -4.09, -1.87], [-2.95, -3.69, -0.63], [-1.26, -3.99, -0.14], [-2.22, -5.30, -0.85], [-3.56, 0.88, -4.66], [-2.50, 2.23, -4.29], [-4.21, 2.36, -3.93], [-4.89, -0.22, -2.75], [-5.22, 1.39, -2.08], [-4.47, 0.15, -1.07], [-1.80, 2.64, -1.77], [-2.76, 1.80, -0.53], [-3.52, 3.00, -1.59], [1.91, 0.17, -2.66], [2.29, 1.05, -4.15], [1.79, -0.64, -4.23], [0.49, 2.30, -2.32], [-0.80, 2.72, -3.46], [0.88, 2.81, -3.96], [-0.18, -0.29, -5.68], [0.53, 1.32, -5.92], [-1.18, 1.14, -5.52], [0.14, -3.12, 1.92], [1.13, -2.27, 2.35], [2.24, -2.86, 2.52], [3.44, -2.08, 2.86], [4.41, -2.71, 3.65], [5.55, -2.04, 4.03], [5.75, -0.72, 3.61], [4.81, -0.11, 2.81], [3.64, -0.77, 2.41], [2.44, 0.11, 1.30], [3.58, 0.90, 0.10], [4.65, 0.16, -0.41], [5.40, 0.64, -1.47], [5.09, 1.85, -2.07], [4.01, 2.58, -1.59], [3.26, 2.11, -0.53], [2.06, 1.44, 2.55], [2.64, 2.70, 2.60], [2.29, 3.60, 3.60], [1.37, 3.25, 4.57], [0.79, 1.98, 4.54], [1.14, 1.09, 3.54], [-0.64, -2.54, 1.86], [2.31, -3.94, 2.40], [4.24, -3.73, 3.98], [6.29, -2.53, 4.66], [6.64, -0.19, 3.91], [4.98, 0.91, 2.48], [4.90, -0.79, 0.04], [6.23, 0.05, -1.84], [5.67, 2.22, -2.90], [3.75, 3.52, -2.06], [2.41, 2.69, -0.18], [3.38, 2.99, 1.86], [2.75, 4.58, 3.62], [1.09, 3.95, 5.34], [0.08, 1.69, 5.30], [0.69, 0.10, 3.51], [-0.05, 2.77, 0.43], [-0.93, 2.50, 1.43], [-1.36, 3.54, 2.12], [-2.15, 3.21, 3.14], [-2.57, 4.21, 3.95], [-2.57, 1.97, 3.44], [-2.12, 1.03, 2.62], [-1.29, 1.22, 1.61], [-2.68, -0.35, 2.88], [-3.59, -0.52, 3.91], [-4.18, -1.76, 4.10], [-3.84, -2.79, 3.24], [-2.91, -2.54, 2.25], [-2.31, -1.36, 2.07], [0.03, 3.75, 0.20], [0.01, 2.13, -0.34], [-2.39, 5.16, 3.67], [-3.30, 4.02, 4.62], [-3.83, 0.33, 4.53], [-4.89, -1.91, 4.90], [-4.29, -3.77, 3.33], [-2.62, -3.33, 1.57]], "spin_multiplicity": 1, "largest_force_ev_per_a": 0.81, "total_charge": 0}

{"formula": "C42H40N8OPbS", "method": "ωB97M-V with the def2-TZVPD basis set", "elements": ["Pb", "C", "N", "C", "C", "C", "C", "C", "C", "N", "C", "C", "C", "C", "C", "C", "N", "C", "C", "C", "C", "C", "N", "H", "H", "H", "H", "H", "H", "H", "H", "H", "H", "H", "H", "H", "H", "H", "H", "H", "H", "C", "N", "C", "C", "N", "C", "S", "C", "C", "C", "C", "C", "N", "H", "H", "H", "H", "H", "H", "H", "H", "H", "N", "C", "C", "C", "C", "C", "C", "C", "C", "C", "C", "C", "C", "C", "H", "H", "H", "H", "H", "H", "H", "H", "H", "H", "C", "C", "O", "H", "H", "H"], "positions_angstrom": [[0.05, 0.37, -0.62], [2.15, 2.55, -2.45], [0.69, 2.64, -2.13], [0.48, 3.87, -1.34], [0.56, 3.72, 0.19], [0.16, 4.76, 1.06], [0.41, 4.64, 2.39], [0.98, 3.44, 2.89], [1.33, 2.48, 1.95], [1.13, 2.60, 0.62], [-0.22, 2.58, -3.31], [-1.68, 2.29, -3.02], [-2.74, 3.15, -3.20], [-4.04, 2.62, -3.04], [-4.20, 1.30, -2.69], [-3.07, 0.56, -2.40], [-1.84, 1.05, -2.51], [2.59, 1.28, -3.04], [3.29, 1.15, -4.21], [3.74, -0.05, -4.65], [3.42, -1.16, -3.91], [2.71, -1.00, -2.74], [2.21, 0.17, -2.37], [2.54, 3.39, -3.06], [2.66, 2.67, -1.46], [1.17, 4.71, -1.66], [-0.54, 4.23, -1.59], [-0.39, 5.65, 0.61], [0.11, 5.45, 3.07], [1.23, 3.37, 3.97], [1.77, 1.55, 2.31], [-0.16, 3.50, -3.93], [0.11, 1.70, -3.88], [-2.55, 4.17, -3.64], [-4.92, 3.26, -3.07], [-5.18, 0.84, -2.47], [-3.21, -0.46, -2.03], [3.45, 2.05, -4.80], [4.39, -0.13, -5.53], [3.74, -2.16, -4.24], [2.55, -1.87, -2.08], [-5.22, 2.87, 1.41], [-5.07, 1.46, 1.03], [-6.10, 0.60, 0.69], [-5.66, -0.65, 0.72], [-4.26, -0.57, 0.90], [-3.87, 0.74, 1.07], [-2.39, 1.51, 1.24], [-3.39, -1.71, 0.99], [-4.05, -2.92, 1.25], [-3.26, -4.02, 1.58], [-1.87, -3.87, 1.53], [-1.33, -2.69, 1.06], [-2.08, -1.56, 0.85], [-6.30, 3.05, 1.47], [-4.77, 3.54, 0.65], [-4.72, 3.09, 2.40], [-7.09, 1.02, 0.52], [-6.19, -1.62, 0.74], [-5.10, -2.96, 1.45], [-3.74, -5.00, 1.82], [-1.18, -4.65, 1.81], [-0.23, -2.66, 0.99], [1.51, -1.06, 0.74], [2.31, -1.44, 1.62], [3.71, -2.05, 1.30], [3.94, -3.38, 1.69], [5.10, -4.05, 1.34], [6.09, -3.41, 0.62], [5.84, -2.07, 0.22], [4.68, -1.41, 0.57], [2.03, -1.48, 3.07], [2.93, -1.79, 4.12], [2.49, -1.98, 5.41], [1.15, -1.86, 5.78], [0.28, -1.56, 4.74], [0.71, -1.23, 3.46], [3.17, -3.89, 2.32], [5.25, -5.10, 1.62], [6.96, -4.00, 0.44], [6.56, -1.48, -0.29], [4.53, -0.36, 0.24], [3.98, -1.88, 3.92], [3.26, -2.21, 6.17], [0.76, -2.09, 6.77], [-0.79, -1.54, 4.99], [0.01, -0.77, 2.76], [-0.64, -3.32, -2.62], [-0.43, -2.16, -3.49], [-0.36, -1.55, -4.47], [-0.55, -4.35, -3.17], [-1.58, -3.19, -2.14], [0.13, -3.31, -1.86]], "spin_multiplicity": 1, "largest_force_ev_per_a": 3.82, "total_charge": 2}

Looking at ΔE to the lowest compared entry with this formula, charge and spin for the records above, in order, we have 4.9; 91.3 kcal per mole.